Record 1
{"formula": "C43H47Cl2N8NiO", "method": "ωB97M-V/def2-TZVPD", "species": ["Ni", "C", "C", "O", "H", "H", "H", "H", "H", "N", "C", "C", "C", "C", "C", "H", "H", "H", "H", "H", "N", "C", "C", "C", "C", "C", "H", "H", "H", "H", "H", "N", "C", "C", "C", "C", "C", "H", "H", "H", "H", "H", "N", "C", "C", "C", "C", "C", "H", "H", "H", "H", "H", "N", "C", "C", "C", "C", "C", "H", "H", "H", "H", "H", "N", "C", "C", "C", "C", "C", "H", "H", "H", "H", "H", "N", "C", "C", "C", "C", "C", "H", "H", "H", "H", "H", "N", "C", "C", "C", "C", "C", "H", "H", "H", "H", "H", "C", "Cl", "Cl", "H", "H"], "positions_angstrom": [[27.763686, -11.302172, 18.313079], [23.423414, -11.087154, 18.435070], [24.463459, -10.114828, 17.997500], [25.740299, -10.602353, 18.116468], [23.263945, -11.892709, 17.718311], [22.448809, -10.602074, 18.489251], [23.630761, -11.574914, 19.387545], [24.315122, -9.212653, 18.590950], [24.205919, -9.934468, 16.953833], [27.109307, -13.164974, 17.286699], [25.868855, -13.737594, 17.520020], [25.279131, -14.673317, 16.684761], [25.991066, -15.123443, 15.550779], [27.229319, -14.615693, 15.276449], [27.740854, -13.652456, 16.210617], [25.340466, -13.475584, 18.424763], [24.231506, -14.895863, 16.823904], [25.585363, -15.857302, 14.870143], [27.868052, -14.959182, 14.476164], [28.701175, -13.166504, 16.120969], [25.453754, -8.532866, 22.251153], [24.615325, -7.811185, 21.434065], [23.372280, -7.339032, 21.899047], [23.089625, -7.458783, 23.217723], [23.963421, -8.104126, 24.084628], [25.184802, -8.595844, 23.585590], [24.665856, -7.953920, 20.364732], [22.703383, -6.980805, 21.130512], [22.202048, -7.059813, 23.686168], [23.724425, -8.143097, 25.137126], [26.025557, -8.929375, 24.175747], [23.481036, -17.051213, 20.103365], [24.214346, -15.903506, 20.009835], [23.727981, -14.773783, 20.608324], [22.541788, -14.762127, 21.320094], [21.847397, -15.990968, 21.483107], [22.417298, -17.114451, 20.904333], [24.927517, -15.908508, 19.198808], [24.204387, -13.826963, 20.401024], [22.097480, -13.915435, 21.822189], [20.899951, -16.132695, 21.981768], [21.954308, -18.088023, 20.969007], [24.315834, -12.511685, 13.258727], [23.652579, -11.643276, 14.087256], [22.306527, -11.393005, 13.844456], [21.579776, -11.904652, 12.761001], [22.356474, -12.652252, 11.867950], [23.713955, -13.042736, 12.143822], [24.210473, -11.185316, 14.890645], [21.835139, -10.600471, 14.406677], [20.535190, -11.720931, 12.557301], [21.875557, -13.282653, 11.134667], [24.214992, -13.721604, 11.469657], [23.548296, -7.381456, 14.991425], [24.625891, -7.733371, 14.249545], [25.162893, -6.883075, 13.271723], [24.577380, -5.670102, 12.973094], [23.395008, -5.279953, 13.621611], [22.943940, -6.242025, 14.607385], [25.103651, -8.672206, 14.487757], [26.137877, -7.075606, 12.848945], [25.105959, -4.947682, 12.368856], [22.806958, -4.404831, 13.387579], [22.091827, -5.977042, 15.215730], [28.321615, -10.052480, 16.623783], [27.732466, -10.299631, 15.445429], [27.943200, -9.569714, 14.218114], [28.918012, -8.544525, 14.283532], [29.525114, -8.157813, 15.467926], [29.265483, -9.070298, 16.590156], [26.947872, -11.040997, 15.480052], [27.446378, -9.899473, 13.317654], [29.167102, -7.863861, 13.482870], [30.179272, -7.302829, 15.554380], [29.853065, -8.944924, 17.487612], [28.381121, -9.530759, 19.580386], [29.382854, -9.623874, 20.584781], [29.580031, -8.679662, 21.548650], [28.774038, -7.561625, 21.625998], [27.884357, -7.317897, 20.588066], [27.727738, -8.362652, 19.547020], [30.008113, -10.497215, 20.471998], [30.306618, -8.959475, 22.297106], [28.973401, -6.745184, 22.304286], [27.312262, -6.404584, 20.517617], [27.042259, -8.236818, 18.721986], [26.689631, -5.107775, 17.616358], [25.715348, -5.979314, 17.303561], [24.420703, -5.987743, 17.872552], [24.125485, -4.814378, 18.690879], [25.102103, -3.904852, 19.076262], [26.424550, -4.127219, 18.563319], [26.126351, -6.771194, 16.694963], [23.702571, -6.772119, 17.684268], [23.162520, -4.558589, 19.107608], [24.766549, -3.056061, 19.653623], [27.250237, -3.454588, 18.742838], [20.499419, -12.364015, 18.703248], [20.432522, -12.777208, 16.972038], [19.166377, -13.078258, 19.593167], [21.467623, -12.694503, 19.079354], [20.268372, -11.311511, 18.867460]], "forces_ev_per_angstrom": [[-2.806, 2.253, -1.188], [-1.002, -1.027, 0.210], [0.376, -0.156, -0.105], [2.496, -1.303, 0.575], [0.280, -0.136, -0.252], [-0.008, 0.234, 0.175], [0.149, 0.258, 0.274], [0.065, 0.558, -0.065], [0.100, 0.706, -0.395], [-1.292, -1.182, 0.057], [0.549, 0.185, -0.110], [0.826, 0.797, -0.682], [-0.622, 0.051, 0.145], [1.160, 1.302, 2.056], [-0.002, 0.156, -0.441], [0.119, 0.553, -0.067], [0.097, -0.474, 0.264], [-0.305, -0.030, 0.077], [-0.146, 0.102, -0.092], [0.311, -0.335, -0.696], [-0.390, 1.465, -0.280], [-1.104, -2.591, 2.036], [1.448, -0.067, -1.636], [-0.462, -0.201, 1.755], [1.288, 0.041, -0.206], [-0.879, 1.165, -1.820], [0.931, 0.333, -0.194], [-0.260, 0.433, 0.300], [-0.339, 0.015, -0.343], [0.079, -0.122, 0.066], [-0.328, -0.500, 0.326], [1.453, 0.091, 0.277], [-2.830, -1.879, -0.573], [0.160, 1.664, -0.014], [-1.309, -2.031, 0.812], [1.036, 0.604, -0.281], [0.408, 0.503, -0.892], [0.578, 0.071, 0.420], [0.283, 0.190, 0.247], [0.321, 0.450, -0.318], [0.019, 0.474, 0.246], [-0.147, -0.088, 0.076], [0.301, -0.316, -0.664], [-0.575, -1.964, -2.760], [-0.621, 1.585, 0.166], [2.499, -0.526, -0.424], [0.524, -2.139, 0.705], [-2.070, 2.965, 2.524], [-0.017, -0.071, 0.130], [-0.173, -0.185, 0.591], [0.025, 0.145, 0.244], [-0.201, 0.505, -0.644], [0.395, 0.032, 0.273], [0.351, 0.339, -1.638], [-0.447, 1.231, -0.047], [0.271, -0.477, 0.736], [-0.796, 1.180, 0.738], [0.252, -3.123, 0.961], [0.480, 1.306, -0.302], [0.052, -0.109, 0.104], [-0.036, -0.404, -0.196], [-0.061, -0.134, -0.441], [0.202, 0.085, 0.139], [-0.279, 0.025, -0.019], [1.914, 0.542, -1.114], [-0.970, 1.048, -1.820], [1.461, -0.613, 2.703], [-0.819, 0.834, -0.067], [-1.296, -3.587, 2.104], [0.151, 1.521, -0.895], [-0.025, -0.204, -0.093], [-0.029, 0.177, 0.002], [-0.331, -0.408, -0.724], [0.096, -0.212, 0.081], [-0.193, 0.091, 0.210], [1.540, 0.360, 1.643], [-1.916, -0.210, -2.135], [0.217, -1.390, 0.402], [-0.429, 1.385, -1.582], [0.321, -2.458, -1.556], [0.218, 0.859, 1.924], [0.012, -0.103, 0.357], [0.215, 0.474, 0.100], [-0.132, -0.271, 0.498], [-0.058, -0.065, -0.090], [-0.244, 0.035, 0.043], [-0.718, 1.593, 2.108], [-0.132, -0.089, 1.382], [0.892, 2.703, 0.867], [0.545, -1.524, -0.598], [1.484, -1.142, -1.550], [-1.487, -0.926, -1.717], [-0.638, -0.285, -0.455], [-0.028, 0.110, -0.196], [-0.462, -0.669, -0.254], [0.557, 0.092, 0.199], [0.034, 0.013, 0.255], [-0.449, 0.298, -0.071], [0.078, 0.181, 0.210], [-0.202, -0.741, 0.342], [-0.355, 0.116, 0.091], [0.797, -0.013, -0.522]], "spin_multiplicity": 3, "e_homo_ha": [-0.3952, -0.3833], "charge": 1, "relative_energy_kj_mol": 287.2}


Record 2
{"formula": "C43H47GaN3O3S", "method": "ωB97M-V/def2-TZVPD", "species": ["Ga", "C", "C", "C", "C", "C", "C", "C", "C", "C", "C", "C", "C", "N", "C", "O", "C", "C", "C", "C", "C", "N", "C", "O", "N", "C", "C", "C", "C", "C", "C", "C", "C", "C", "C", "C", "C", "H", "H", "H", "H", "H", "H", "H", "H", "H", "H", "H", "H", "H", "H", "H", "H", "H", "H", "H", "H", "H", "H", "H", "H", "H", "H", "H", "H", "H", "H", "H", "H", "H", "H", "H", "H", "H", "O", "S", "C", "C", "C", "C", "C", "C", "C", "C", "C", "C", "C", "C", "H", "H", "H", "H", "H", "H", "H", "H", "H", "H"], "positions_angstrom": [[-0.043908, -0.636195, -0.302160], [-2.479708, 2.461805, -1.671460], [-1.938608, 1.140005, -2.215660], [-1.370508, 1.298905, -3.625160], [-3.016808, 0.088305, -2.128860], [-4.045208, 0.133205, -3.060160], [-5.078108, -0.782295, -3.025360], [-5.063008, -1.780595, -2.074660], [-4.048608, -1.880295, -1.130760], [-4.098608, -3.053895, -0.179760], [-4.110408, -4.370995, -0.961760], [-5.325908, -2.935695, 0.728440], [-3.038008, -0.896995, -1.123060], [-2.028608, -0.931395, -0.135360], [-2.376208, -1.035295, 1.176740], [-3.454808, -0.735095, 1.649540], [-1.231608, -1.455695, 2.077940], [-1.264208, -1.647295, 3.454340], [-0.059408, -1.910795, 4.103440], [1.142192, -1.920495, 3.404040], [1.086492, -1.694595, 2.035140], [-0.079808, -1.538895, 1.439540], [2.253292, -1.507695, 1.097440], [3.393492, -1.697195, 1.463940], [1.893592, -1.088895, -0.143860], [2.923792, -1.030995, -1.117860], [3.062092, -2.118395, -1.993260], [4.087692, -2.087995, -2.923560], [4.984992, -1.036195, -2.956260], [4.855792, 0.013205, -2.068060], [3.811392, 0.049305, -1.154160], [3.678492, 1.216505, -0.206960], [4.784992, 1.152505, 0.851640], [3.704692, 2.552405, -0.951960], [2.087192, -3.272995, -1.920260], [2.713992, -4.611795, -2.305660], [0.890692, -2.961095, -2.822360], [-1.701808, 3.223005, -1.646960], [-2.881108, 2.328305, -0.669560], [-3.286408, 2.806405, -2.315260], [-1.071508, 0.831405, -1.581160], [-2.107408, 1.699605, -4.315260], [-1.029108, 0.339605, -4.011260], [-0.525708, 1.982905, -3.601960], [-4.051408, 0.904205, -3.813060], [-5.883308, -0.720695, -3.740560], [-5.859808, -2.506295, -2.074860], [-3.202608, -3.062995, 0.451440], [-4.988208, -4.449395, -1.595460], [-4.119208, -5.210295, -0.271360], [-3.226808, -4.451995, -1.592060], [-6.242308, -2.978295, 0.146040], [-5.298408, -1.988495, 1.261640], [-5.342108, -3.743795, 1.455440], [-2.199908, -1.582195, 3.987140], [-0.052208, -2.069695, 5.173040], [2.094992, -2.083595, 3.884740], [4.206692, -2.902295, -3.619660], [5.796192, -1.043895, -3.666760], [5.579492, 0.811505, -2.081360], [2.699392, 1.143405, 0.282040], [5.761192, 1.222105, 0.377540], [4.744892, 0.208405, 1.391240], [4.685192, 1.973505, 1.560140], [4.658392, 2.712605, -1.444160], [3.554692, 3.368505, -0.248360], [2.918092, 2.580705, -1.704460], [1.730092, -3.363095, -0.883860], [2.921092, -4.655295, -3.371760], [2.033092, -5.424995, -2.063660], [3.642192, -4.766695, -1.760660], [1.221092, -2.857595, -3.853660], [0.410792, -2.010895, -2.521460], [0.146592, -3.753395, -2.769260], [0.079592, 1.086705, 0.673340], [-0.749208, 1.804505, 1.756640], [-0.618508, 3.523305, 1.249540], [0.559292, 4.000105, 0.702740], [0.600992, 5.306105, 0.246640], [-0.512108, 6.122905, 0.370540], [-1.682608, 5.634605, 0.931340], [-1.744308, 4.321205, 1.362040], [0.373692, 1.840705, 3.174440], [1.661592, 1.341905, 3.115440], [2.425792, 1.292005, 4.271240], [1.899492, 1.752105, 5.466440], [0.620892, 2.289605, 5.508440], [-0.151408, 2.330905, 4.360240], [1.416192, 3.350005, 0.619440], [1.498092, 5.686805, -0.215960], [-0.478008, 7.142405, 0.020840], [-2.555708, 6.263105, 1.000140], [-2.654008, 3.912405, 1.773940], [2.072292, 0.988005, 2.183040], [3.428092, 0.893305, 4.226840], [2.496692, 1.702605, 6.361840], [0.225892, 2.678105, 6.434340], [-1.150308, 2.739905, 4.370140]], "forces_ev_per_angstrom": [[-0.195, -0.358, 1.404], [0.396, -0.124, 0.086], [0.053, -0.088, -0.060], [0.078, -0.085, 0.184], [0.060, -0.246, 0.216], [0.013, -0.116, 0.051], [0.059, 0.092, 0.017], [0.088, 0.056, -0.045], [0.211, 0.211, 0.016], [-0.098, -0.095, 0.044], [0.160, 0.122, 0.187], [0.229, 0.073, 0.082], [-0.536, 0.126, -0.606], [1.707, -0.131, -0.602], [-0.303, 0.460, 0.336], [0.158, -0.243, 0.169], [-0.190, -0.147, 0.466], [-0.084, 0.029, -0.331], [-0.003, 0.040, -0.053], [0.011, -0.076, -0.358], [0.103, -0.243, 0.378], [0.101, 0.119, 0.239], [0.079, -0.069, 0.212], [-0.013, -0.176, 0.241], [-1.670, 0.505, -0.657], [0.513, 0.015, -0.581], [-0.085, 0.119, 0.312], [-0.017, -0.030, -0.027], [0.030, 0.037, 0.060], [-0.089, -0.076, -0.073], [-0.293, -0.134, 0.041], [0.088, 0.067, 0.089], [-0.241, -0.043, 0.028], [-0.124, -0.230, 0.128], [-0.003, -0.076, -0.015], [-0.111, 0.164, 0.122], [-0.030, -0.017, 0.377], [0.054, 0.132, 0.013], [-0.086, 0.021, 0.129], [-0.075, 0.030, -0.030], [-0.217, 0.211, -0.111], [-0.070, 0.041, -0.045], [0.019, -0.043, -0.085], [0.098, 0.110, -0.068], [0.036, 0.110, -0.125], [-0.079, -0.002, -0.074], [-0.090, -0.133, 0.046], [-0.123, -0.021, -0.122], [-0.110, -0.031, -0.077], [-0.006, -0.135, 0.065], [0.061, -0.049, -0.094], [-0.114, -0.056, -0.077], [-0.110, -0.028, 0.031], [-0.041, -0.129, 0.073], [-0.078, 0.027, 0.010], [-0.026, -0.024, 0.020], [0.037, 0.039, 0.015], [0.024, -0.128, -0.070], [0.097, 0.001, -0.093], [0.095, 0.156, -0.035], [0.168, -0.033, -0.047], [0.122, 0.075, -0.037], [0.030, -0.002, 0.023], [0.039, 0.122, 0.083], [0.124, 0.062, -0.090], [0.007, 0.163, 0.050], [-0.043, 0.103, -0.100], [0.113, 0.026, -0.242], [0.060, -0.066, -0.116], [-0.049, -0.078, -0.026], [0.079, -0.065, 0.006], [-0.053, 0.114, -0.090], [-0.027, -0.072, -0.174], [-0.140, -0.006, -0.025], [0.223, 0.039, -0.357], [0.802, 0.742, -0.052], [-0.314, -0.255, 0.074], [0.103, -0.095, -0.045], [0.093, -0.099, 0.014], [-0.215, -0.017, 0.051], [0.046, 0.073, -0.090], [-0.037, -0.222, 0.123], [-0.273, -0.170, -0.048], [-0.029, -0.104, -0.320], [-0.083, 0.088, -0.017], [0.068, 0.015, -0.061], [-0.066, 0.064, -0.031], [-0.066, -0.057, -0.066], [0.136, -0.056, -0.061], [0.132, 0.020, 0.013], [0.039, 0.105, -0.059], [-0.084, 0.083, 0.056], [-0.179, -0.015, 0.026], [0.016, -0.056, -0.109], [0.086, -0.029, -0.011], [0.051, 0.026, 0.159], [-0.055, 0.007, 0.076], [-0.173, 0.042, 0.147]], "spin_multiplicity": 1, "e_homo_ha": -0.3983, "charge": 1}